1.
2 unconnected molecules or ions with the total composition C38H35OSi at a distorted geometry, computed with the ωB97M-V functional and the def2-TZVPD basis.

Each line ends with the Mulliken charge.
CARTESIAN COORDINATES (ANGSTROEM)
C: -1.91 0.62 1.73  0.665
C: -2.27 -0.12 2.92  -0.012
C: -2.70 -1.47 2.81  -0.337
C: -2.81 -2.26 3.95  -0.528
C: -2.51 -1.74 5.22  -0.444
C: -2.20 -0.38 5.34  -0.788
C: -2.15 0.44 4.22  -0.252
C: -1.26 1.86 1.89  -1.392
C: -0.01 2.31 1.51  0.810
C: 0.76 3.15 2.40  0.046
C: 1.80 3.98 1.92  -0.378
C: 2.56 4.75 2.79  -0.735
C: 2.34 4.67 4.18  -0.399
C: 1.30 3.87 4.68  -0.691
C: 0.49 3.16 3.80  -0.106
H: -2.29 0.20 0.81  0.228
H: -2.93 -1.85 1.82  0.151
H: -3.13 -3.30 3.84  0.437
H: -2.55 -2.38 6.10  0.409
H: -2.00 0.05 6.32  0.416
H: -2.01 1.51 4.33  0.529
H: -1.78 2.57 2.57  1.191
H: 0.41 2.10 0.52  0.299
H: 1.97 4.01 0.84  0.454
H: 3.33 5.41 2.39  0.397
H: 2.96 5.24 4.87  0.407
H: 1.11 3.80 5.75  0.395
H: -0.37 2.60 4.17  0.145
C: -2.96 -3.82 -1.75  -0.893
C: -2.08 -3.90 -2.84  -0.606
C: -0.86 -3.21 -2.80  -0.676
C: -0.53 -2.38 -1.71  0.560
Si: 0.87 -1.19 -1.99  -0.288
C: 1.89 -0.42 -0.66  0.554
C: 1.96 -0.91 0.65  -0.123
C: 2.70 -0.22 1.62  -0.744
C: 3.42 0.93 1.28  -0.389
C: 3.43 1.37 -0.05  -0.796
C: 2.67 0.69 -1.01  -0.379
C: 1.96 -1.88 -3.30  -0.050
C: 2.97 -2.77 -2.92  -0.260
C: 3.80 -3.35 -3.89  -0.687
C: 3.62 -3.03 -5.24  -0.511
C: 2.61 -2.14 -5.62  -0.646
C: 1.78 -1.56 -4.65  0.081
O: 0.18 0.16 -2.80  -0.390
C: -0.90 0.83 -2.40  -0.146
C: -1.39 0.92 -1.13  1.937
C: -2.74 1.55 -1.17  -1.110
C: -2.98 1.90 -2.66  -0.826
C: -1.71 1.54 -3.44  -0.627
C: -1.37 -2.41 -0.58  0.864
C: -2.58 -3.11 -0.61  -0.634
H: -3.94 -4.32 -1.79  0.377
H: -2.34 -4.48 -3.72  0.415
H: -0.16 -3.29 -3.64  0.308
H: 1.44 -1.83 0.91  0.501
H: 2.71 -0.58 2.65  0.442
H: 3.97 1.48 2.04  0.438
H: 4.01 2.24 -0.34  0.457
H: 2.69 1.05 -2.05  0.439
H: 3.10 -3.01 -1.86  0.344
H: 4.58 -4.04 -3.58  0.392
H: 4.28 -3.47 -6.00  0.373
H: 2.46 -1.89 -6.67  0.397
H: 0.99 -0.87 -4.96  0.407
H: -0.83 0.57 -0.26  -0.435
H: -3.54 0.88 -0.82  0.288
H: -2.80 2.46 -0.55  0.165
H: -3.81 1.31 -3.05  0.294
H: -3.24 2.95 -2.77  0.294
H: -1.17 2.44 -3.78  0.291
H: -1.92 0.92 -4.33  0.243
H: -1.08 -1.85 0.32  0.087
H: -3.25 -3.08 0.25  0.351

Values from the calculation:
- LUMO energy: -5.55 eV
- Net charge: +1
- E_HOMO: -10.5 eV
- Energy relative to the best compared isomer or geometry (same formula, charge and spin): 1.071 eV
- Frontier orbital gap: 0.182 Eh

---

2.
A molecular structure, C38H36AsN2O7PS5V at a distorted geometry, computed with the ωB97M-V functional and the def2-TZVPD basis.

Each line ends with the Mulliken charge.
CARTESIAN COORDINATES (ANGSTROEM)
V: -0.09 1.62 -0.34  0.821
O: -0.51 1.94 3.96  -0.835
C: 0.70 1.45 4.30  0.316
C: 1.10 1.50 5.62  -0.674
C: 2.35 1.04 6.00  -0.390
C: 3.21 0.51 5.05  -0.785
C: 2.83 0.44 3.73  -0.754
C: 1.57 0.90 3.32  0.168
C: 1.19 0.90 1.92  0.735
O: 0.12 1.50 1.49  -0.151
N: 2.01 0.34 1.03  -0.559
N: 1.61 0.61 -0.22  0.912
C: 2.62 0.62 -1.05  -0.375
S: 2.59 0.70 -2.78  0.023
C: 4.25 1.51 -2.77  -0.710
C: 5.12 0.64 -1.90  -0.534
S: 4.22 0.34 -0.32  -0.211
H: -0.55 1.89 2.97  0.272
H: 0.41 1.92 6.35  0.422
H: 2.66 1.12 7.04  0.353
H: 4.19 0.15 5.36  0.394
H: 3.50 0.05 2.98  0.401
H: 4.13 2.51 -2.35  0.227
H: 4.60 1.56 -3.80  0.490
H: 6.07 1.12 -1.65  0.414
H: 5.31 -0.32 -2.38  0.195
O: -2.66 1.36 -1.78  -0.618
S: -2.96 2.44 -0.84  1.158
O: -3.69 3.56 -1.40  -0.815
O: -1.82 2.85 -0.02  -0.909
C: -4.10 1.54 0.21  0.095
C: -5.40 1.92 0.43  -0.424
C: -6.31 1.00 0.95  -0.742
C: -5.88 -0.31 1.20  -0.759
C: -4.57 -0.68 0.97  -0.098
C: -3.65 0.25 0.49  -0.545
P: -1.92 -0.19 0.08  2.198
C: -1.50 -0.96 1.70  0.081
C: -2.05 -0.50 2.90  -0.885
C: -1.58 -0.97 4.11  -0.677
C: -0.56 -1.90 4.16  -0.955
C: 0.02 -2.34 2.98  -0.701
C: -0.44 -1.87 1.76  0.612
C: -2.33 -1.67 -0.90  1.138
C: -2.56 -2.93 -0.35  -0.204
C: -2.94 -3.99 -1.15  -0.950
C: -3.10 -3.80 -2.52  -0.567
C: -2.87 -2.55 -3.07  -0.642
C: -2.48 -1.50 -2.28  -0.716
H: -5.70 2.92 0.17  0.514
H: -7.33 1.27 1.14  0.370
H: -6.59 -1.05 1.56  0.406
H: -4.26 -1.70 1.16  0.350
H: -2.83 0.25 2.88  0.370
H: -2.00 -0.59 5.04  0.326
H: -0.20 -2.26 5.11  0.382
H: 0.85 -3.04 3.02  0.381
H: 0.02 -2.18 0.82  -0.177
H: -2.43 -3.09 0.71  0.356
H: -3.12 -4.96 -0.71  0.396
H: -3.39 -4.64 -3.14  0.367
H: -2.98 -2.41 -4.14  0.441
H: -2.27 -0.53 -2.70  0.562
O: -0.44 1.73 -4.24  -0.849
C: -0.05 2.21 -3.17  0.185
O: -0.16 1.65 -2.03  -0.176
C: 0.63 3.55 -3.17  0.416
C: 0.76 4.16 -4.42  -1.028
C: 1.29 5.43 -4.57  -0.611
C: 1.66 6.13 -3.43  -0.451
C: 1.57 5.54 -2.19  -1.038
C: 1.09 4.23 -2.03  1.183
S: 1.20 3.59 -0.42  -0.701
H: 0.43 3.59 -5.27  0.434
H: 1.39 5.87 -5.55  0.340
H: 2.04 7.15 -3.52  0.351
H: 1.88 6.06 -1.30  0.434
C: 2.96 -2.78 0.09  -0.758
As: 1.72 -3.36 -1.30  0.973
C: 2.89 -4.39 -2.51  -1.271
C: 0.65 -4.80 -0.46  -0.833
S: 0.64 -2.02 -2.41  -0.410
H: 3.42 -3.65 0.56  0.535
H: 2.46 -2.16 0.84  0.052
H: 3.73 -2.16 -0.37  0.121
H: 3.45 -5.18 -2.00  0.397
H: 3.58 -3.68 -2.97  0.313
H: 2.26 -4.81 -3.29  0.335
H: 1.14 -5.77 -0.61  0.481
H: -0.32 -4.81 -0.95  0.064
H: 0.52 -4.61 0.60  0.226

Values from the calculation:
- Multiplicity: 4
- LUMO energy (alpha / beta): 4.03 / 3.95 eV
- Net charge: -2
- <S²>: 3.81
- E_HOMO (alpha / beta): 0.8 / -1.8 eV
- Energy relative to the best compared isomer or geometry (same formula, charge and spin): 3.048 eV
- Frontier orbital gap (alpha / beta): 0.121 / 0.212 Eh

---

3.
A molecular structure, C38H36BInN6Te, computed with the ωB97M-V functional and the def2-TZVPD basis.

Each line ends with the Mulliken charge.
CARTESIAN COORDINATES (ANGSTROEM)
In: 0.41 0.23 -0.09  0.484
C: 1.29 4.71 2.92  -1.383
C: 0.48 3.56 2.43  0.982
C: -0.84 3.23 2.74  -1.235
C: -1.13 2.09 2.01  -0.125
N: -0.03 1.73 1.33  -0.174
N: 0.95 2.63 1.58  0.705
B: 2.32 2.55 0.84  -1.162
N: 2.07 2.63 -0.71  0.867
N: 1.23 1.75 -1.34  -0.151
C: 1.24 2.05 -2.65  0.106
C: 2.10 3.11 -2.87  -1.198
C: 2.60 3.46 -1.62  0.925
C: 3.56 4.55 -1.27  -1.328
C: 0.42 1.31 -3.62  0.065
C: -0.91 0.98 -3.33  -0.187
C: -1.69 0.31 -4.27  -0.682
C: -1.15 -0.03 -5.50  -0.569
C: 0.17 0.30 -5.79  -0.759
C: 0.94 0.97 -4.86  -0.564
N: 3.00 1.18 1.15  0.643
N: 2.34 0.01 0.89  -0.004
C: 3.15 -1.00 1.18  -0.430
C: 4.35 -0.50 1.66  -1.068
C: 4.22 0.89 1.62  0.926
C: 5.21 1.94 2.02  -1.332
C: 2.68 -2.39 1.07  0.303
C: 1.64 -2.84 1.90  -0.241
C: 1.18 -4.14 1.80  -0.671
C: 1.75 -5.01 0.87  -0.478
C: 2.78 -4.57 0.05  -0.731
C: 3.25 -3.27 0.15  -0.376
C: -2.35 1.27 1.89  0.210
C: -3.05 0.86 3.02  -0.527
C: -4.17 0.05 2.88  -0.939
C: -4.60 -0.35 1.63  -0.524
C: -3.92 0.07 0.49  -0.574
C: -2.80 0.88 0.63  -0.457
H: 0.71 5.29 3.63  0.395
H: 2.21 4.38 3.41  0.291
H: 1.58 5.37 2.10  0.262
H: -1.51 3.78 3.38  0.601
H: 3.03 3.44 1.19  0.011
H: 2.30 3.60 -3.80  0.625
H: 3.86 5.08 -2.18  0.397
H: 3.11 5.28 -0.59  0.258
H: 4.45 4.16 -0.80  0.235
H: -1.36 1.34 -2.41  0.830
H: -2.73 0.10 -4.06  0.539
H: -1.76 -0.54 -6.24  0.439
H: 0.59 0.04 -6.75  0.428
H: 1.97 1.22 -5.09  0.495
H: 5.20 -1.06 2.00  0.575
H: 6.08 1.46 2.47  0.385
H: 5.56 2.51 1.15  0.239
H: 4.79 2.64 2.73  0.272
H: 1.22 -2.16 2.63  0.516
H: 0.39 -4.49 2.46  0.577
H: 1.40 -6.03 0.80  0.459
H: 3.22 -5.25 -0.67  0.449
H: 4.06 -2.93 -0.48  0.539
H: -2.71 1.17 4.00  0.516
H: -4.71 -0.26 3.77  0.450
H: -5.48 -0.97 1.53  0.454
H: -4.29 -0.19 -0.49  0.643
H: -2.34 1.31 -0.26  1.094
C: -2.18 -2.06 -1.67  -0.141
Te: -0.42 -2.38 -0.49  0.075
C: -1.82 -2.59 1.12  -0.160
C: -3.04 -3.13 0.42  0.638
C: -3.99 -3.87 1.12  -0.713
C: -5.12 -4.33 0.47  -0.682
C: -5.30 -4.07 -0.89  -0.623
C: -4.35 -3.35 -1.59  -0.943
C: -3.22 -2.88 -0.94  0.154
H: -2.00 -2.37 -2.69  0.806
H: -2.40 -0.99 -1.66  -0.090
H: -1.98 -1.61 1.57  -0.324
H: -1.38 -3.27 1.85  0.745
H: -3.84 -4.08 2.17  0.492
H: -5.85 -4.91 1.01  0.457
H: -6.18 -4.45 -1.40  0.458
H: -4.48 -3.17 -2.65  0.531

Values from the calculation:
- LUMO energy: -6.14 eV
- Net charge: +2
- E_HOMO: -14.0 eV
- Energy relative to the best compared isomer or geometry (same formula, charge and spin): 0.116 eV
- Frontier orbital gap: 0.287 Eh